Entry 1:
Here is a cluster of 2 separate species, C5H13NO in total from the OMol25 dataset. Energies are from ωB97M-V/def2-TZVPD.

Geometry as XYZ:
```
20
Properties=species:S:1:pos:R:3:nbo_charge:R:1
C 1.37907 1.60617 -2.04601 -0.44
N 0.24301 0.64712 -1.77435 -0.44
C -0.49515 1.13805 -0.48634 -0.22
C -0.07660 0.15052 0.62676 -0.46
C 0.60524 -1.06618 0.08187 -0.44
C 0.61546 -0.80167 -1.47767 -0.25
H 2.16884 1.50590 -1.35298 0.19
H 1.57117 1.45609 -3.07874 0.21
H 0.80114 2.62381 -2.25477 0.20
H -0.14545 2.21309 -0.39344 0.19
H -1.46461 1.10902 -0.77771 0.19
H 0.63877 0.71017 1.23151 0.20
H -0.89716 0.23663 1.44209 0.23
H 0.25254 -2.01318 0.47660 0.23
H 1.65155 -1.06222 0.57759 0.20
H -0.08897 -1.46296 -2.01895 0.20
H 1.55384 -1.18361 -2.02976 0.20
O -2.45339 -1.78864 4.11464 -0.92
H -3.31422 -2.12482 3.97420 0.46
H -2.54509 -1.89329 5.16546 0.46
```

Results
E_LUMO: 0.76 eV
E: -8930.678 eV
Spin multiplicity: 1
Gap between HOMO and LUMO: 9.09 eV
Relative energy (zero: lowest compared OMol25 entry of this formula, charge and spin): 76.9 kcal/mol
SMILES: CN1CCCC1.O
HOMO level: -8.3 eV


Entry 2:
Here is a cluster of 2 separate species, C5H13NO in total from the OMol25 dataset. Energies are from ωB97M-V/def2-TZVPD.

Geometry as XYZ:
```
20
Properties=species:S:1:pos:R:3:nbo_charge:R:1
C 0.01772 -1.46031 -1.41375 -0.06
N 0.40523 -0.78294 -0.42873 -0.40
C -0.70658 -0.21571 0.40895 -0.26
C -1.43419 0.90090 -0.30881 -0.41
C -0.49885 1.97734 -0.82950 -0.41
C 0.19115 2.76016 0.25742 -0.61
H 0.77568 -1.80561 -2.10531 0.17
H -1.00176 -1.72149 -1.70279 0.14
H -0.27946 0.02915 1.37753 0.20
H -1.39860 -1.03691 0.59771 0.19
H -2.13415 0.50402 -1.04179 0.21
H -2.07164 1.35793 0.44578 0.21
H 0.29558 1.54000 -1.43333 0.21
H -1.04066 2.64546 -1.50020 0.20
H 0.73442 3.58980 -0.20953 0.21
H 0.98222 2.20798 0.73947 0.21
H -0.43667 3.10795 1.07864 0.20
O 1.85767 -2.96979 1.89454 -0.94
H 1.40309 -2.24089 1.45201 0.48
H 1.66680 -3.73598 1.34674 0.46
```

Results
E_LUMO: 0.88 eV
E: -8932.489 eV
Spin multiplicity: 1
Gap between HOMO and LUMO: 10.79 eV
Relative energy (zero: lowest compared OMol25 entry of this formula, charge and spin): 35.1 kcal/mol
SMILES: C=NCCCC.O
HOMO level: -9.9 eV


Entry 3:
Here is a cluster of 2 separate species, C5H13NO in total from the OMol25 dataset. Energies are from ωB97M-V/def2-TZVPD.

Geometry as XYZ:
```
20
Properties=species:S:1:pos:R:3:nbo_charge:R:1
C -2.85882 -0.45677 0.28402 -0.65
C -1.42097 -0.40836 0.47263 -0.34
C -0.42471 -0.02504 -0.47836 0.04
N 0.92560 -0.63373 -0.71806 -0.63
C 2.01956 0.22577 -1.05317 -0.23
C 2.93909 -0.38472 -2.01757 -0.62
H -3.21016 -1.49152 0.05137 0.22
H -3.48734 -0.14762 1.11065 0.22
H -3.25061 0.26811 -0.51142 0.21
H -1.12254 -0.89289 1.42392 0.20
H -0.62380 0.63392 -1.34738 0.18
H 1.11544 -1.45652 -0.17097 0.39
H 2.61724 0.40301 -0.06734 0.17
H 1.76430 1.21305 -1.51151 0.21
H 3.98868 0.09736 -2.02071 0.22
H 2.62204 -0.35321 -3.08023 0.21
H 2.89992 -1.45150 -1.95290 0.21
O -1.08167 1.34729 3.08485 -0.95
H -1.35301 2.27979 2.89718 0.47
H -1.31082 0.85048 2.28163 0.48
```

Results
E_LUMO: 1.03 eV
E: -8931.219 eV
Spin multiplicity: 1
Gap between HOMO and LUMO: 9.06 eV
Relative energy (zero: lowest compared OMol25 entry of this formula, charge and spin): 64.4 kcal/mol
SMILES: C/C=C/NCC.O
HOMO level: -8.0 eV


Entry 4:
Here is a cluster of 2 separate species, C5H13NO in total from the OMol25 dataset. Energies are from ωB97M-V/def2-TZVPD.

Geometry as XYZ:
```
20
Properties=species:S:1:pos:R:3:nbo_charge:R:1
C 0.75318 2.40656 1.11545 -0.64
C 1.20903 1.22778 0.32559 -0.29
C 0.72514 -0.01585 0.42118 -0.02
N 0.96423 -1.15650 -0.35751 -0.66
C -0.08274 -1.89248 -0.93237 -0.20
C -0.75936 -0.98033 -2.02388 -0.63
H 1.55549 3.10587 1.35181 0.23
H -0.12310 2.96419 0.54889 0.20
H 0.14876 1.97569 1.98648 0.19
H 1.88680 1.66217 -0.57161 0.19
H -0.19196 -0.14064 1.13516 0.19
H 1.93871 -1.22546 -0.66309 0.39
H -0.83908 -2.29991 -0.18205 0.20
H 0.35613 -2.86342 -1.43347 0.19
H -1.16648 -1.67312 -2.77764 0.20
H -0.00657 -0.32919 -2.34969 0.21
H -1.63086 -0.54414 -1.57654 0.22
O -2.04711 0.23471 1.28772 -0.93
H -1.37442 0.99527 1.09466 0.48
H -1.99765 0.11637 2.20208 0.47
```

Results
E_LUMO: 0.92 eV
E: -8930.922 eV
Spin multiplicity: 1
Gap between HOMO and LUMO: 8.62 eV
Relative energy (zero: lowest compared OMol25 entry of this formula, charge and spin): 71.2 kcal/mol
SMILES: C/C=C/NCC.O
HOMO level: -7.7 eV


Entry 5:
Here is a cluster of 2 separate species, C5H13NO in total from the OMol25 dataset. Energies are from ωB97M-V/def2-TZVPD.

Geometry as XYZ:
```
20
Properties=species:S:1:pos:R:3:nbo_charge:R:1
C -0.00804 1.22922 -3.23545 -0.61
C 0.23145 0.75171 -1.80413 -0.38
C -0.77968 1.18516 -0.73806 -0.43
C -0.52171 0.62410 0.63394 -0.33
C -0.99220 -0.58426 0.97512 0.03
N -0.76028 -1.22257 2.16468 -0.80
H 0.60706 0.63486 -3.90842 0.21
H 0.22912 2.28938 -3.33536 0.20
H -1.04716 1.06154 -3.52033 0.20
H 0.11492 -0.34449 -1.82865 0.18
H 1.26949 0.87937 -1.50730 0.20
H -0.62602 2.27430 -0.63349 0.19
H -1.78501 1.16145 -1.15748 0.20
H -0.16034 1.31808 1.38032 0.19
H -1.53519 -1.10765 0.19731 0.19
H -0.15635 -0.76188 2.81656 0.37
H -1.34184 -1.94815 2.53397 0.39
O 2.21332 -1.66601 1.91513 -0.93
H 2.99207 -1.51366 1.37190 0.47
H 2.09820 -0.85576 2.42100 0.46
```

Results
E_LUMO: 0.85 eV
E: -8932.486 eV
Spin multiplicity: 1
Gap between HOMO and LUMO: 8.53 eV
Relative energy (zero: lowest compared OMol25 entry of this formula, charge and spin): 35.2 kcal/mol
SMILES: CCC/C=C/N.O
HOMO level: -7.7 eV


Entry 6:
Here is a cluster of 2 separate species, C5H13NO in total from the OMol25 dataset. Energies are from ωB97M-V/def2-TZVPD.

Geometry as XYZ:
```
20
Properties=species:S:1:pos:R:3:nbo_charge:R:1
C 0.36536 -0.99457 -1.61605 -0.72
C 0.13982 0.50527 -1.53474 0.67
N -1.14400 0.94857 -1.57335 -0.84
O 1.05164 1.30630 -1.45255 -0.62
H -0.06272 -1.35148 -2.55141 0.23
H -0.08977 -1.47605 -0.75585 0.23
H 1.43618 -1.12069 -1.52542 0.24
H -1.32786 1.93354 -1.69109 0.40
H -2.00704 0.42695 -1.57736 0.39
C 0.60922 -1.56105 2.14978 -0.62
C 0.35744 -0.13124 1.65162 -0.41
C -1.06764 0.33130 1.89761 -0.60
H -0.29197 -2.15518 2.26584 0.20
H 1.09461 -1.59354 3.12018 0.21
H 1.23037 -2.18845 1.50129 0.21
H 0.92194 0.49727 2.34389 0.20
H 0.70093 -0.02620 0.63227 0.21
H -1.13674 1.41884 1.87254 0.21
H -1.82733 -0.06016 1.20918 0.19
H -1.40646 -0.02500 2.86834 0.20
```

Results
E_LUMO: 0.84 eV
E: -8933.621 eV
Spin multiplicity: 1
Gap between HOMO and LUMO: 10.69 eV
Relative energy (zero: lowest compared OMol25 entry of this formula, charge and spin): 9.0 kcal/mol
SMILES: CC(N)=O.CCC
HOMO level: -9.9 eV